No. 1
ORCA calculation (the ωB97M-V functional and the def2-TZVPD basis) on the molecule C6H8N2 at a distorted geometry.

Computed properties:
- Highest occupied orbital energy: -8.539 eV
- ΔE to the lowest compared entry with this formula, charge and spin: 128.38 kcal/mol
- E_LUMO: 0.804 eV
- SMILES string: N1[C@@H]2[C@@H]3N[C@@H]4[C@H]1[C@@H]4[C@H]23
- Largest force on an atom: 10.60 eV/A
- Gap between HOMO and LUMO: 0.343 Ha

Each line ends with the Mulliken charge.
Atoms and positions in Å:
N -0.037 -1.088 -1.115  -0.629
N 0.192 1.533 -0.697  -0.534
C 0.546 -0.166 1.024  -0.293
C 1.101 -0.681 -0.227  -0.323
C -0.848 -0.059 0.802  -0.124
C -1.104 1.045 -0.167  -0.377
C -1.167 -0.484 -0.399  -0.219
C 1.310 0.831 -0.085  -0.329
H 1.285 -0.298 1.860  0.384
H -2.021 1.685 0.113  0.275
H 0.022 -2.013 -0.344  0.336
H 1.809 -1.406 -0.514  0.508
H 2.350 1.213 0.175  0.303
H -2.177 -0.961 -0.488  0.314
H 0.259 1.195 -1.667  0.330
H -1.522 -0.347 1.728  0.377


No. 2
ORCA calculation (the ωB97M-V functional and the def2-TZVPD basis) on a structure of composition C3H3ClIN at a distorted geometry.

Computed properties:
- Highest occupied orbital energy (spin up / spin down): -8.884 / -8.883 eV
- ΔE to the lowest compared entry with this formula, charge and spin: 81.13 kcal/mol
- E_LUMO (spin up / spin down): -1.081 / -1.082 eV
- Largest force on an atom: 3.92 eV/A
- Gap between HOMO and LUMO (spin up / spin down): 0.287 / 0.287 Ha

Each line ends with the Mulliken charge.
Atoms and positions in Å:
I -2.528 -0.672 -0.651  0.253
Cl 2.179 -1.389 -0.815  -0.129
N -1.168 -2.808 0.278  -0.580
C -0.158 -2.219 0.368  0.570
C -0.830 0.387 -0.264  -0.837
C 0.919 -1.337 0.428  -0.350
H -0.843 1.231 0.310  0.391
H -0.089 0.417 -1.055  0.350
H 1.172 -1.114 1.514  0.331


No. 3
ORCA calculation (the ωB97M-V functional and the def2-TZVPD basis) on a structure of composition C25H33O2OsTe at a distorted geometry.

Computed properties:
- Highest occupied orbital energy (spin up / spin down): -7.800 / -11.224 eV
- Spin multiplicity: 5
- ΔE to the lowest compared entry with this formula, charge and spin: 0.70 kcal/mol
- Charge: +1
- E_LUMO (spin up / spin down): -2.345 / -5.809 eV
- Largest force on an atom: 5.99 eV/A
- Gap between HOMO and LUMO (spin up / spin down): 0.200 / 0.199 Ha

Each line ends with the Mulliken charge.
Atoms and positions in Å:
Os 0.434 0.466 0.140  0.859
Te -1.855 1.873 1.687  0.299
O -2.436 -0.752 -1.671  -0.414
O -5.810 -1.102 -3.270  -0.304
C 1.476 -0.950 1.393  -0.788
C 2.174 0.460 -0.919  -1.719
C -7.467 -2.140 -4.767  -0.518
C -8.207 -1.449 -3.628  -0.545
C -1.109 -2.662 -2.695  -1.546
C -7.117 -0.683 -2.853  -0.541
C -0.311 2.110 4.291  -0.567
C 1.692 3.423 4.687  -0.354
C -0.601 -1.823 0.812  0.059
C -5.994 -2.052 -4.375  -0.465
C -2.057 -0.757 -4.067  -1.819
C 0.547 3.609 2.553  -0.653
C 2.033 1.715 -0.291  -0.267
C -3.703 -1.405 -1.386  -0.415
C 1.081 0.269 -1.791  0.173
C -2.181 -1.605 -2.817  1.711
C 0.246 1.407 -1.698  -0.344
C -3.556 -2.266 -2.634  -0.109
C 0.751 -1.667 0.360  -0.522
C -0.700 -1.263 2.113  -1.258
C 0.837 2.296 -0.773  -0.673
C 1.592 3.980 3.404  -0.575
C 0.737 2.498 5.129  -0.593
C -0.389 2.642 2.984  0.642
C 0.555 -0.706 2.460  -0.366
H 0.806 2.065 6.128  0.408
H 0.442 3.256 -0.477  0.650
H -7.750 -3.184 -4.899  0.296
H -4.140 -1.937 -3.474  -0.253
H 1.196 -2.172 -0.497  0.699
H -4.538 -0.710 -1.434  0.176
H 3.003 -0.226 -0.778  0.586
H -3.627 -1.931 -0.428  0.240
H -1.205 -3.297 -3.590  0.448
H -1.263 -3.304 -1.818  0.396
H -7.597 -1.609 -5.704  0.260
H 2.542 -0.761 1.425  0.641
H -7.188 0.402 -3.011  0.311
H -1.054 -0.321 -4.126  0.386
H -1.066 1.385 4.601  0.439
H -8.645 -2.183 -2.963  0.268
H -5.339 -1.729 -5.200  0.277
H 0.810 -0.224 3.403  0.539
H -2.204 -1.405 -4.939  0.427
H -8.980 -0.768 -3.969  0.310
H -7.185 -0.826 -1.761  0.266
H 2.516 3.710 5.342  0.401
H -1.588 -1.276 2.738  0.567
H 0.928 -0.587 -2.437  0.662
H 2.719 2.150 0.427  0.386
H -1.392 -2.347 0.280  0.296
H -0.686 1.556 -2.229  0.470
H 2.329 4.705 3.057  0.419
H -0.102 -2.234 -2.697  0.117
H 0.437 4.042 1.557  0.446
H -2.837 0.021 -4.072  0.354
H -3.594 -3.342 -2.461  0.423
H -5.620 -3.041 -4.067  0.306


No. 4
ORCA calculation (the ωB97M-V functional and the def2-TZVPD basis) on a cluster of 4 separate species, C30H64BBrFIN2O13P3 in total at a distorted geometry.

Computed properties:
- Highest occupied orbital energy: -11.184 eV
- Charge: +1
- E_LUMO: -4.203 eV
- Largest force on an atom: 7.20 eV/A
- Gap between HOMO and LUMO: 0.257 Ha

Each line ends with the Mulliken charge.
Atoms and positions in Å:
I 2.290 -7.474 -0.127  0.182
Br -3.403 -2.032 1.258  -0.084
P 5.366 2.538 -1.369  1.098
P -0.784 3.985 4.349  0.652
P -3.882 0.725 -3.868  0.855
F -1.385 -3.623 -0.772  -0.068
O -2.171 4.248 3.958  -0.746
O -0.419 2.495 3.854  -0.287
O -0.011 3.865 5.729  -0.272
O 4.683 1.256 -1.059  -0.722
O 5.574 3.835 -2.308  -0.299
O -2.815 0.140 -2.823  -0.176
O -5.195 0.908 -3.245  -0.753
O -0.285 -9.621 0.454  -0.514
O 0.262 4.791 3.455  -0.061
O -3.354 0.112 -5.235  -0.287
O 6.809 2.502 -0.654  -0.355
O 4.593 3.503 -0.299  -0.400
O -3.229 2.170 -4.093  -0.341
N -0.498 -7.171 0.705  0.432
N -1.722 -6.695 0.949  -0.932
C 0.195 6.223 3.401  -0.347
C -3.612 3.793 -2.318  -0.997
C -5.341 0.592 -6.610  -1.168
C -0.123 -8.702 2.849  -0.878
C -1.982 -5.506 0.465  0.070
C 3.874 2.474 1.785  -1.059
C -1.307 1.870 1.685  -0.852
C 1.400 -1.909 -1.457  -1.173
C 5.142 3.847 -3.685  -0.194
C -1.034 -4.793 -0.298  1.238
C 1.566 -3.150 -0.567  1.310
C -3.141 -3.853 1.907  0.312
C 0.449 -6.541 0.030  -0.656
C 0.228 -5.280 -0.545  0.659
C 1.210 -4.473 -1.333  -1.512
C 2.960 -3.250 0.101  -1.281
C 8.358 2.029 -2.491  -0.957
C 3.677 3.487 -3.829  -1.093
C -3.924 3.370 -3.738  -0.309
C -1.910 3.159 7.132  -1.138
C -3.334 -4.911 0.775  -1.323
C 0.630 6.873 4.701  -0.959
C -0.701 4.060 6.987  -0.169
C 3.463 3.071 0.455  -0.160
C -1.373 1.676 3.186  -0.332
C -4.281 -0.416 -6.214  -0.156
C 7.813 1.608 -1.138  -0.285
C -3.075 -1.097 -2.162  -0.014
C -2.976 -2.282 -3.110  -0.947
C -4.103 -4.076 3.072  -1.569
B -0.279 -8.583 1.313  0.313
H 3.062 4.125 -3.195  0.270
H -2.380 1.864 3.560  0.335
H -0.987 5.110 7.085  0.263
H -4.059 -1.065 -1.687  0.210
H 5.324 4.855 -4.052  0.319
H -4.879 1.523 -6.940  0.282
H 4.649 1.719 1.651  0.325
H 3.496 -2.314 -0.024  0.330
H -2.682 3.412 6.402  0.339
H 9.247 1.452 -2.744  0.413
H -3.820 -2.297 -3.803  0.298
H -5.958 0.195 -7.416  0.407
H 1.986 -1.115 -0.998  0.361
H 0.687 -4.167 -2.241  0.262
H 0.844 -3.033 0.242  0.027
H -5.116 -4.220 2.701  0.379
H 2.859 2.369 -0.122  0.227
H 1.709 -2.084 -2.484  0.342
H -2.989 -3.223 -2.562  0.211
H -2.332 -1.174 -1.372  0.074
H -2.573 4.116 -2.236  0.273
H 3.016 2.027 2.286  0.265
H -2.138 -3.917 2.322  0.311
H -0.817 6.534 3.131  0.305
H 8.609 1.618 -0.395  0.340
H -4.997 3.251 -3.886  0.321
H 3.356 3.598 -4.864  0.403
H 0.860 6.524 2.593  0.314
H 2.842 -3.431 1.168  0.337
H -3.586 4.135 -4.439  0.336
H 1.569 6.444 5.050  0.281
H 0.209 -7.785 3.330  0.323
H -3.749 2.965 -1.622  0.234
H 4.281 3.248 2.437  0.302
H 7.414 0.590 -1.181  0.227
H -3.989 -5.696 1.137  0.474
H -1.631 2.116 6.973  0.263
H 2.850 3.957 0.624  0.306
H -3.728 -4.389 -0.091  0.468
H -1.346 2.926 1.418  0.289
H -0.886 -10.331 0.709  0.353
H -4.742 -1.327 -5.825  0.256
H 7.619 1.862 -3.281  0.191
H -1.134 -8.883 3.239  0.345
H 0.756 7.947 4.566  0.414
H -4.133 -3.168 3.669  0.438
H -0.367 1.476 1.291  0.222
H 3.535 -4.083 -0.301  0.265
H -2.128 1.350 1.187  0.273
H -2.343 3.264 8.127  0.405
H -0.117 6.723 5.484  0.175
H 0.029 3.848 7.765  0.328
H 5.766 3.168 -4.273  0.246
H 0.364 -1.578 -1.406  0.023
H -3.681 -0.696 -7.077  0.331
H 3.493 2.449 -3.532  0.316
H -3.780 -4.911 3.690  0.386
H -4.253 4.622 -2.016  0.380
H 8.609 3.090 -2.490  0.273
H -1.124 0.644 3.443  0.305
H -2.062 -2.224 -3.703  0.282
H -5.998 0.827 -5.770  0.346
H 2.101 -5.030 -1.597  0.788
H 0.472 -9.565 3.133  0.316


No. 5
ORCA calculation (the ωB97M-V functional and the def2-TZVPD basis) on a cluster of 2 separate species, C8H16N3S in total at a distorted geometry.

Computed properties:
- Highest occupied orbital energy: -12.636 eV
- ΔE to the lowest compared entry with this formula, charge and spin: 44.03 kcal/mol
- Charge: +1
- E_LUMO: -3.855 eV
- Largest force on an atom: 5.70 eV/A
- Gap between HOMO and LUMO: 0.323 Ha

Each line ends with the Mulliken charge.
Atoms and positions in Å:
S -2.904 -0.391 -2.376  -0.357
N 1.157 0.430 0.526  -0.008
N 0.196 1.919 2.086  -0.050
N 0.540 2.771 3.176  -0.489
C 1.167 -0.279 -0.522  0.281
C 0.825 -1.832 -0.295  -0.501
C 0.468 -1.965 -2.800  -0.421
C 1.298 0.207 -1.877  -0.403
C 1.145 -2.620 -1.590  -0.791
C -0.627 3.157 3.985  -0.902
C 1.280 1.218 1.496  -0.145
C 0.982 -0.596 -2.903  -0.238
H -0.241 3.826 4.782  0.280
H -0.644 -1.950 -2.711  0.064
H -0.627 2.188 1.645  0.313
H 1.391 -2.086 0.588  0.465
H 0.794 3.630 2.813  0.225
H 0.650 -2.571 -3.685  0.380
H -1.204 2.311 4.183  0.362
H -3.495 -0.895 -3.579  0.196
H 2.119 1.367 2.044  0.522
H 0.891 -0.072 -3.860  0.377
H -3.034 0.788 -2.740  0.158
H 1.968 1.126 -2.014  0.318
H 0.707 -3.597 -1.402  0.336
H -1.179 3.810 3.351  0.384
H -0.265 -1.760 -0.209  0.298
H 2.180 -2.834 -1.863  0.348


No. 6
ORCA calculation (the ωB97M-V functional and the def2-TZVPD basis) on a structure of composition C58H115NO20Rb at a distorted geometry.

Computed properties:
- Highest occupied orbital energy: -3.404 eV
- Charge: -1
- E_LUMO: 0.886 eV
- Largest force on an atom: 2.57 eV/A
- Gap between HOMO and LUMO: 0.158 Ha

Each line ends with the Mulliken charge.
Atoms and positions in Å:
Rb 4.688 -2.807 0.907  0.846
O -4.239 -2.752 2.683  -0.679
O 2.913 -5.641 -0.121  -0.677
O 1.729 -1.969 1.601  -1.065
O -4.854 1.508 0.620  -0.378
O 4.770 3.500 -3.820  -0.643
O -1.287 5.211 -0.072  -0.503
O 6.278 3.116 3.822  -0.529
O -0.398 -4.164 4.975  -0.558
O -0.362 -4.316 -4.562  -0.190
O 4.544 -4.849 -1.343  -0.787
O 2.807 2.346 8.267  -0.576
O 2.998 6.751 3.387  -0.634
O 3.781 -1.777 -5.728  -0.632
O 3.710 -6.828 -1.914  -0.515
O -1.385 -5.895 1.091  -0.573
O -4.723 -3.836 -2.936  -0.644
O -2.017 -0.193 -5.544  -0.586
O -5.965 0.816 -3.404  -0.547
O 1.443 6.250 -3.690  -0.644
O -2.160 5.233 5.497  -0.618
N 0.815 -1.110 0.876  1.582
C -1.211 4.495 5.382  0.660
C -4.985 -0.754 -0.246  0.191
C 6.856 2.604 2.891  0.650
C -1.914 -2.324 2.217  2.326
C -3.640 -5.961 1.567  -1.170
C -4.119 -3.254 -5.173  -0.609
C 0.236 0.219 -4.933  -0.534
C 3.689 -5.746 -1.060  0.728
C 1.212 5.561 2.352  0.027
C -3.806 1.796 -3.316  0.195
C 2.640 5.771 2.782  0.253
C -2.498 -3.682 5.986  -1.198
C 0.600 -1.387 -0.534  2.588
C -0.676 -1.888 5.772  -0.754
C -1.089 -3.342 5.516  0.936
C -1.523 -6.331 -4.936  -1.507
C 3.985 2.612 -1.754  -0.122
C 6.204 2.457 1.534  -0.426
C -5.499 2.287 -5.205  -1.395
C -0.454 0.951 -0.724  -0.349
C -7.037 0.762 0.070  -1.637
C 2.932 -3.687 -4.549  -0.424
C -2.137 4.976 0.773  0.565
C 2.817 1.654 5.967  -0.131
C 3.447 1.542 -4.051  0.009
C -3.308 -1.974 2.726  0.910
C -2.946 3.692 0.711  -0.558
C 1.276 5.789 -2.583  0.395
C -5.534 0.590 0.209  0.764
C 3.924 -2.567 -4.817  0.616
C -2.651 -6.147 -0.913  -0.465
C 0.160 -2.858 -0.784  -1.066
C 0.597 0.377 2.886  -1.388
C -2.504 5.905 1.898  -1.193
C -2.483 -5.988 0.592  0.751
C 1.504 6.613 -1.344  -0.749
C -4.138 -3.074 -3.679  0.344
C -0.579 -0.538 -1.052  0.694
C -3.254 -1.975 -3.176  1.220
C -5.161 1.551 -3.936  0.756
C 0.483 -6.213 -3.375  -0.779
C 3.545 4.586 2.531  0.268
C -1.341 3.094 4.808  -0.311
C 5.143 -2.513 -3.922  -0.825
C -0.294 1.084 0.783  0.148
C 4.169 2.613 -3.259  0.161
C -0.454 -1.696 -6.512  -0.848
C -0.857 -0.519 -5.664  0.606
C 8.225 1.994 3.057  -1.318
C 0.867 0.278 1.363  3.340
C 0.172 4.901 5.879  -1.003
C -3.527 -0.560 3.228  -0.556
C 2.988 1.449 7.479  0.535
C 3.429 0.100 8.014  -1.084
C 0.749 4.375 -2.416  0.415
C -0.439 -5.509 -4.313  0.947
C 2.162 1.042 1.110  -0.823
C 1.849 -1.217 -1.448  0.604
H -0.015 -1.491 -7.488  0.428
H 1.363 -6.567 -3.922  0.468
H -3.890 -7.019 1.691  0.421
H -3.814 3.847 0.067  0.598
H -3.523 6.271 1.753  0.439
H -1.874 -3.284 1.706  -0.910
H 1.049 0.399 -5.639  0.629
H -4.687 2.207 -5.929  0.347
H 2.914 2.563 -1.565  -0.304
H 1.064 5.574 1.273  -0.107
H -3.410 2.811 -3.369  0.668
H 3.365 4.154 1.543  -0.324
H -4.595 -0.369 3.110  0.514
H -2.580 5.341 2.830  0.143
H -2.116 -5.810 -5.685  0.287
H 3.549 -0.691 7.280  0.308
H 0.224 -1.639 5.212  0.117
H -1.845 -5.586 -1.385  -0.106
H 1.319 -0.227 3.443  0.479
H 4.453 3.498 -1.326  0.357
H -3.563 -0.970 -3.448  -0.238
H -3.337 3.387 1.679  0.355
H 4.391 0.290 8.495  0.331
H 3.692 2.137 5.533  0.246
H -5.492 -1.075 -1.153  0.472
H -2.423 -7.183 -1.181  0.357
H -7.296 0.856 -0.987  0.273
H 2.193 7.419 -1.602  0.484
H 0.705 4.081 -1.368  -0.334
H 0.688 6.398 2.818  0.309
H 5.464 3.209 1.273  -0.020
H 8.322 1.058 2.507  0.333
H -5.071 -3.677 -5.491  0.405
H -7.667 0.037 0.582  0.381
H -0.741 -3.180 -0.261  -0.552
H -2.440 -3.526 7.067  0.431
H -1.364 1.447 -1.072  0.445
H 0.600 -0.378 -4.093  -0.153
H 1.394 3.687 -2.961  -0.160
H 4.415 -6.348 -2.415  0.307
H -2.762 -4.723 5.814  0.302
H -0.785 2.346 5.374  0.443
H 0.210 -2.350 -5.943  -0.024
H 2.253 -3.670 -5.404  0.246
H -1.535 -1.246 5.586  0.057
H 8.452 1.820 4.107  0.363
H 2.392 1.818 -4.090  -0.189
H -2.398 2.832 4.871  0.388
H 5.637 1.522 1.557  0.204
H 4.513 1.759 -1.327  0.470
H -1.541 -0.900 -0.685  -1.082
H 0.964 -3.541 -0.497  0.417
H -0.365 -0.054 3.171  -0.169
H 2.037 -0.179 -1.739  -0.878
H -1.117 -7.261 -5.334  0.423
H 0.981 -5.443 -2.786  -0.273
H 5.332 -1.545 -3.462  0.198
H -3.065 1.163 -3.812  -0.356
H -3.907 -0.642 -0.363  -0.945
H 1.749 -1.719 -2.413  -0.680
H 0.015 -7.030 -2.834  0.424
H 3.536 0.576 -3.554  -0.108
H -1.015 3.020 3.769  -0.253
H -1.212 -2.405 3.048  -0.472
H -3.218 -0.489 4.270  0.238
H 2.124 2.101 1.383  -0.408
H -7.333 1.741 0.454  0.397
H -1.314 -2.346 -6.680  0.239
H 1.907 2.163 5.653  -0.143
H -2.388 2.902 0.213  -0.148
H -4.542 -5.553 1.103  0.347
H 0.715 4.642 2.669  -0.292
H 2.670 -1.630 -0.880  -0.388
H -3.417 -5.442 2.492  0.161
H -0.073 1.176 -4.512  0.244
H -0.417 -1.786 6.830  0.586
H 0.700 1.393 3.271  -0.246
H 3.486 -4.625 -4.559  0.490
H -1.245 0.670 1.137  -1.544
H 0.285 5.925 5.516  0.274
H 2.309 -3.513 -3.673  -0.132
H 2.500 1.134 0.073  -0.704
H 4.578 4.898 2.660  0.416
H 6.935 2.322 0.737  0.470
H -3.118 0.178 2.536  -0.451
H 0.278 5.038 6.956  0.472
H 8.947 2.710 2.657  0.307
H -5.799 3.318 -5.029  0.308
H -3.843 1.496 -2.268  -0.327
H 0.377 1.452 -1.231  -0.994
H -0.010 -3.054 -1.847  0.148
H 5.972 -2.879 -4.530  0.405
H -2.258 -2.276 -3.514  -0.079
H 0.965 4.233 5.549  0.045
H -5.153 -1.499 0.536  0.584
H -1.620 -1.516 1.548  -1.085
H 3.885 1.529 -5.046  0.513
H -3.144 -2.044 -2.093  -0.439
H -6.296 1.694 -5.657  0.372
H -0.257 4.372 -2.835  0.363
H -3.676 -5.961 -1.228  0.311
H -0.597 -0.647 -2.140  -0.276
H -3.315 -3.973 -5.342  -0.197
H 4.999 -3.270 -3.148  0.119
H -0.264 2.119 1.136  0.413
H 2.680 0.648 5.566  0.174
H -3.889 -2.314 -5.672  0.197
H -2.241 -6.492 -4.125  0.272
H 1.887 6.057 -0.494  -0.001
H 0.580 7.151 -1.123  0.237
H 2.753 -0.127 8.838  0.329
H 3.219 3.762 3.169  -0.048
H 3.044 0.553 1.532  0.479
H -3.275 -3.056 5.547  0.223
H -1.774 6.703 2.011  0.314